{"formula": "C24H42CaCl3N4O3Si", "method": "ωB97M-V with the def2-TZVPD basis set", "symbols": ["Cl", "C", "O", "H", "H", "H", "C", "H", "H", "H", "H", "C", "C", "H", "O", "C", "C", "H", "H", "C", "H", "C", "C", "Si", "C", "H", "C", "H", "H", "H", "H", "H", "C", "H", "C", "H", "C", "H", "H", "C", "H", "C", "H", "C", "C", "H", "C", "Cl", "C", "H", "H", "C", "H", "H", "H", "H", "O", "C", "C", "H", "H", "Ca", "H", "H", "H", "H", "Cl", "C", "H", "N", "N", "H", "N", "H", "H", "H", "H", "N"], "coordinates": [[-1.943, 1.584, -1.292], [-5.173, 8.053, -5.431], [-1.416, 5.449, -5.343], [4.316, -0.984, 3.493], [2.422, 1.741, -4.615], [-3.398, 7.713, -6.681], [0.774, -0.177, -2.841], [3.280, 0.194, -4.787], [3.037, 0.900, -3.153], [-0.045, -1.186, -4.951], [1.228, 6.152, -3.721], [1.332, 5.612, -4.673], [-4.024, 7.241, -5.922], [-4.994, 9.106, -5.670], [1.231, 0.256, -1.760], [-3.745, 5.997, -5.504], [-2.347, 5.577, -7.593], [1.583, -1.240, -5.687], [-0.596, 7.619, -9.674], [-2.137, 6.232, -10.306], [-2.868, 4.161, -6.086], [2.600, 0.762, -4.144], [-0.566, 3.547, -3.402], [-0.122, 4.469, -4.953], [2.619, -0.411, 2.146], [-3.851, 4.164, -8.172], [0.505, 2.486, 1.559], [-0.402, 5.512, 0.815], [-1.153, 4.709, 3.100], [2.613, -4.418, 0.736], [2.012, -3.343, -0.581], [0.484, 1.956, 2.525], [-1.322, 6.867, -9.360], [-5.321, 7.968, -4.347], [-1.286, 3.758, 2.570], [-2.276, 3.756, 2.097], [0.827, -0.591, -5.231], [3.921, -3.300, 2.375], [2.425, 0.643, 2.288], [2.362, -2.402, 1.278], [0.236, 2.884, -3.047], [-2.587, 5.226, -6.126], [2.272, 5.043, -4.642], [3.571, -1.217, 2.744], [-0.274, 4.493, 0.432], [-0.817, 7.063, -7.243], [-4.463, 5.280, -4.402], [-1.037, -2.381, -1.056], [-1.430, 6.554, -7.997], [1.408, 6.356, -5.478], [0.258, 3.909, -7.342], [-3.147, 4.919, -8.540], [-0.165, -0.755, -2.862], [-5.002, 5.995, -3.771], [0.906, -3.828, 0.714], [-5.203, 4.570, -4.807], [1.131, 2.008, 0.598], [-3.058, 5.261, -9.889], [0.200, 3.330, -6.408], [-3.757, 4.715, -3.775], [-1.116, 4.244, -0.227], [-0.284, -0.060, 0.004], [0.536, 0.164, -5.970], [-6.118, 7.771, -5.919], [-3.709, 4.764, -10.611], [-0.607, 2.593, -6.517], [-1.164, 0.229, 2.539], [1.951, -3.579, 0.490], [-1.453, 2.917, -3.543], [1.874, -1.171, 1.249], [-0.246, 3.594, 1.570], [1.149, 2.788, -6.284], [1.353, 0.019, -4.024], [-1.219, 2.915, 3.260], [-0.806, 4.241, -2.584], [0.661, 4.404, -0.128], [-2.057, 6.490, -11.367], [3.389, -2.463, 2.177]], "mulliken_charge": [-0.77, -1.39, -0.38, 0.40, 0.10, 0.30, 0.43, 0.41, 0.27, 0.29, 0.31, -1.02, 0.08, 0.36, -0.57, 0.18, 0.02, 0.35, 0.38, -0.40, 0.56, -0.91, -0.49, 0.13, -0.33, 0.37, -0.14, 0.34, 0.31, 0.36, 0.17, 0.61, -0.75, 0.37, -0.91, 0.26, -0.87, 0.19, 0.26, 0.24, 0.23, 0.19, 0.31, -0.73, -1.00, 0.43, -1.33, -0.76, 0.10, 0.26, 0.37, -0.47, 0.14, 0.39, 0.21, 0.26, -0.58, -0.63, -0.99, 0.26, 0.33, 0.95, 0.22, 0.26, 0.38, 0.28, -0.66, -0.97, 0.28, 0.29, 0.22, 0.44, 0.32, 0.35, -0.03, 0.27, 0.36, -0.06], "homo_lumo_gap_ev": 7.710, "de_lowest_kcal_mol": 0.0, "e_homo_ev": -5.405, "lumo_energy_ev": 2.31, "charge": -1}

***

{"formula": "C28H35CaN2S2", "method": "ωB97M-V with the def2-TZVPD basis set", "symbols": ["H", "H", "H", "C", "H", "H", "H", "H", "H", "C", "H", "H", "H", "C", "S", "C", "H", "H", "C", "H", "C", "H", "C", "C", "C", "C", "H", "C", "H", "C", "C", "C", "H", "C", "H", "C", "Ca", "H", "C", "H", "H", "H", "C", "H", "C", "H", "C", "C", "H", "H", "S", "C", "H", "H", "C", "C", "C", "C", "N", "H", "H", "C", "H", "H", "C", "H", "N", "H"], "coordinates": [[3.392, -0.469, -5.681], [-1.578, -3.530, 4.720], [4.469, -1.284, -0.394], [-2.571, -0.389, -0.566], [1.214, -0.997, -6.031], [0.542, 2.902, 2.811], [-2.847, -1.256, -2.514], [-0.285, 2.714, -2.893], [-1.942, 1.435, 2.520], [2.740, 3.660, 1.388], [1.773, -4.591, 0.126], [2.764, 3.888, 2.453], [4.557, -0.399, -4.347], [-0.542, 3.647, -2.382], [2.919, 1.389, -2.538], [-1.786, -1.386, 3.032], [-2.021, 3.064, 3.185], [-0.220, -3.189, 1.208], [3.502, -3.287, -0.303], [0.152, -3.412, 5.058], [1.032, 3.676, -0.440], [-2.233, -2.384, -1.323], [2.568, 0.235, -3.810], [3.695, 0.095, -4.803], [1.333, 3.466, 0.900], [-2.930, -1.564, -1.476], [0.063, 4.442, -2.814], [-1.254, 3.105, -0.035], [-1.595, 3.857, -2.563], [-2.065, 2.486, 2.263], [1.422, -0.458, -3.944], [0.320, 3.070, 1.763], [4.011, 1.088, -5.127], [1.612, -2.401, 0.491], [3.315, 2.748, 1.215], [3.609, -1.901, -0.171], [1.330, 0.193, -0.753], [-3.190, -1.500, 4.638], [1.238, -1.475, -5.049], [-0.404, -3.820, 3.434], [-2.265, 2.974, -0.398], [-3.245, 0.439, -0.802], [-1.596, -1.107, 1.666], [-0.772, -1.158, 4.877], [2.227, -3.614, 0.126], [-5.133, -0.879, 3.251], [-2.704, -0.726, 0.889], [-3.058, -1.297, 3.582], [2.038, -2.219, -5.046], [4.255, -3.957, -0.681], [-0.005, -0.271, -2.948], [-0.618, -3.219, 4.313], [1.814, 3.987, -1.121], [0.302, -1.449, 3.496], [-3.956, -0.658, 1.472], [-4.148, -0.947, 2.811], [-0.981, 2.898, 1.309], [-0.646, -1.733, 3.954], [-0.328, -1.130, 1.106], [-1.546, -0.085, -0.785], [-4.797, -0.362, 0.861], [-0.256, 3.482, -0.923], [-3.049, 2.607, 1.815], [3.226, 4.466, 0.842], [0.298, -2.248, 0.969], [-3.946, -1.908, -1.286], [2.487, -1.363, 0.305], [0.291, -1.990, -4.900]], "mulliken_charge": [0.39, 0.33, 0.47, 0.08, 0.33, 0.36, 0.42, 0.13, 0.09, -1.47, 0.46, 0.41, 0.23, -1.43, -0.49, 1.32, 0.51, 0.44, -0.66, 0.40, -0.63, 0.26, 0.79, -1.52, 0.89, -1.37, 0.41, -0.49, 0.39, -1.60, 0.71, -0.72, 0.31, -0.08, 0.25, -0.64, 1.01, 0.43, -1.85, 0.27, 0.24, 0.41, -1.25, 0.53, -0.79, 0.38, 1.08, -0.47, 0.36, 0.42, -0.55, -1.19, 0.25, 0.33, -0.43, -1.07, 0.96, -0.89, 0.27, -0.62, 0.46, 0.78, 0.33, 0.39, 0.07, 0.40, -0.91, 0.36], "homo_lumo_gap_ev": 5.814, "de_lowest_kcal_mol": 7.5, "e_homo_ev": -3.127, "lumo_energy_ev": 2.69, "charge": -1}

***

{"formula": "C10H15AsS4V", "method": "ωB97M-V with the def2-TZVPD basis set", "symbols": ["H", "C", "S", "H", "H", "H", "C", "H", "H", "C", "H", "S", "S", "C", "C", "H", "H", "C", "S", "C", "H", "C", "H", "C", "V", "C", "H", "As", "H", "H", "H"], "coordinates": [[-0.853, 1.436, 2.734], [-0.017, 1.844, 2.165], [0.542, -2.926, 0.259], [-1.951, -0.311, -2.454], [2.837, -0.839, 1.119], [1.644, -0.804, -2.855], [0.152, 1.160, 0.841], [-2.863, 1.352, -0.851], [-2.082, 2.870, -0.396], [1.037, 0.054, -0.980], [-2.614, 1.728, 0.844], [-2.733, -4.293, -0.097], [-1.007, -4.391, 3.125], [-1.005, 0.212, -2.608], [1.297, 0.465, 0.364], [2.538, 0.572, 2.118], [-0.200, 2.912, 2.017], [-2.168, 1.808, -0.147], [-2.151, -1.297, 1.759], [2.037, -0.639, -1.853], [0.876, 1.743, 2.780], [2.587, 0.222, 1.089], [-1.225, 1.157, -3.110], [-0.283, 0.449, -1.314], [-0.413, -0.916, 0.440], [-0.825, 1.149, -0.202], [3.410, 0.748, 0.595], [-1.425, -3.431, 1.304], [-0.413, -0.401, -3.286], [2.334, -1.609, -1.454], [2.937, -0.025, -1.943]], "mulliken_charge": [0.29, -1.79, -0.48, 0.33, 0.26, 0.39, 0.70, 0.38, 0.32, 0.64, 0.33, -0.56, -0.54, -1.92, 0.86, 0.40, 0.32, -1.61, -0.50, -1.36, 0.39, -1.82, 0.33, 0.55, 0.51, 0.93, 0.33, 0.37, 0.39, 0.26, 0.31], "homo_lumo_gap_ev": [6.674, 6.680], "e_homo_ev": [-4.086, -4.121], "spin_multiplicity": 3, "lumo_energy_ev": [2.59, 2.56], "s_squared": 2.02, "charge": -1}